No. 1
133
Properties=species:S:1:pos:R:3 method="wB97M-V/def2-TZVPD" orbital_gap_ev="5.16 / 5.99" e_lumo_ev="-4.93 / -4.93" charge=+1 homo_energy_ev="-10.0880 / -10.9271" s2=2.008 multiplicity=3
C -3.983 0.076 2.299
C -4.715 0.722 3.485
C -3.874 0.729 4.766
C -2.896 1.910 4.873
C -1.692 1.593 5.808
C -0.321 1.978 5.231
C 0.399 0.864 4.432
C -0.557 -0.020 3.638
C 0.114 -0.946 2.622
C 0.888 -0.217 1.545
N 0.511 1.026 1.389
N 1.138 1.749 0.491
C 0.626 3.134 0.440
S -0.832 3.312 -0.625
C -1.978 2.076 0.025
C -3.097 1.924 -1.020
C 2.110 1.227 -0.250
S 2.868 2.371 -1.472
O 3.792 1.719 -2.338
O 1.860 3.065 -2.197
C 3.921 3.588 -0.481
F 5.191 3.378 -0.780
F 3.574 4.830 -0.752
F 3.740 3.303 0.831
C 2.572 -0.083 -0.147
C 3.709 -0.678 -0.926
C 3.355 -1.092 -2.379
C 2.725 -2.488 -2.538
C 1.195 -2.360 -2.609
C 1.896 -0.876 0.812
C 2.274 -2.311 1.025
Br 0.735 -3.499 0.789
C 3.131 -2.537 2.347
C 3.464 -1.267 3.119
Br 2.415 -3.866 3.585
H -4.703 -0.233 1.545
H -3.399 -0.791 2.608
H -3.281 0.804 1.891
H -5.589 0.104 3.684
H -5.026 1.729 3.217
H -4.548 0.791 5.620
H -3.337 -0.215 4.844
H -2.516 2.199 3.889
H -3.441 2.769 5.257
H -1.844 2.187 6.707
H -1.744 0.546 6.094
H -0.423 2.877 4.624
H 0.322 2.215 6.076
H 0.939 0.258 5.160
H 1.108 1.358 3.769
H -1.248 0.612 3.088
H -1.147 -0.631 4.311
H -0.694 -1.438 2.077
H 0.693 -1.740 3.070
H 0.284 3.352 1.446
H 1.386 3.863 0.206
H -1.507 1.111 0.183
H -2.446 2.421 0.945
H -3.654 2.858 -1.012
H -2.613 1.838 -1.992
H -3.718 1.063 -0.809
H 4.163 -1.512 -0.407
H 4.496 0.067 -0.981
H 4.286 -1.088 -2.939
H 2.669 -0.391 -2.838
H 3.061 -3.206 -1.793
H 3.034 -2.858 -3.512
H 0.780 -2.033 -1.661
H 0.925 -1.595 -3.334
H 0.765 -3.312 -2.904
H 2.920 -2.623 0.227
H 4.074 -2.967 2.034
H 2.668 -0.934 3.774
H 3.827 -0.463 2.482
H 4.290 -1.511 3.784
C 7.351 -5.051 -6.090
C 6.906 -4.508 -4.715
C 8.117 -4.452 -3.787
C 8.599 -5.842 -3.371
C 7.462 -6.673 -2.774
C 6.175 -6.690 -3.606
N 5.810 -5.333 -4.118
O 5.251 -4.660 -3.161
C 6.304 -7.673 -4.785
C 5.050 -7.265 -2.747
C 6.391 -3.104 -5.021
H 7.873 -4.270 -6.643
H 8.049 -5.882 -6.031
H 6.493 -5.359 -6.688
H 7.872 -3.876 -2.888
H 8.930 -3.917 -4.281
H 9.043 -6.368 -4.219
H 9.397 -5.741 -2.634
H 7.803 -7.699 -2.623
H 7.241 -6.276 -1.778
H 5.428 -7.612 -5.433
H 6.370 -8.697 -4.418
H 7.190 -7.517 -5.395
H 4.951 -6.746 -1.795
H 5.257 -8.311 -2.523
H 4.092 -7.214 -3.266
H 5.587 -3.140 -5.758
H 7.197 -2.496 -5.430
H 6.017 -2.587 -4.137
C -6.165 5.954 1.405
C -6.438 4.497 0.972
C -6.274 4.398 -0.544
C -7.390 5.117 -1.300
C -8.769 4.632 -0.845
C -8.969 4.603 0.675
N -7.790 4.032 1.395
O -7.828 2.738 1.314
C -9.266 6.018 1.208
C -10.232 3.801 0.984
C -5.357 3.701 1.702
H -5.091 6.145 1.401
H -6.595 6.699 0.742
H -6.526 6.138 2.418
H -6.251 3.349 -0.858
H -5.310 4.825 -0.837
H -7.311 6.200 -1.175
H -7.279 4.933 -2.370
H -9.542 5.258 -1.294
H -8.921 3.625 -1.247
H -9.311 6.016 2.298
H -10.232 6.364 0.841
H -8.543 6.768 0.898
H -10.216 2.813 0.526
H -11.103 4.324 0.592
H -10.367 3.677 2.059
H -5.423 3.866 2.779
H -4.366 4.025 1.377
H -5.409 2.626 1.526

No. 2
16
Properties=species:S:1:pos:R:3 method="wB97M-V/def2-TZVPD" orbital_gap_ev=8.65 e_lumo_ev=1.01 smiles=Cc1cc[nH]c1C charge=0 homo_energy_ev=-7.6456 e_above_lowest_kj_mol=141.8
C 0.875 0.831 1.355
C -0.403 0.536 0.589
C -1.431 -0.333 1.105
C -1.526 -1.391 0.248
N -0.696 -1.150 -0.830
C -0.065 0.047 -0.647
C 0.861 0.663 -1.640
H 1.532 1.564 0.878
H 1.444 -0.120 1.353
H 0.677 1.079 2.392
H -2.056 -0.184 1.980
H -2.090 -2.307 0.320
H -0.324 -1.859 -1.440
H 1.046 1.707 -1.368
H 0.368 0.673 -2.618
H 1.828 0.157 -1.737

No. 3
31
Properties=species:S:1:pos:R:3 method="wB97M-V/def2-TZVPD" orbital_gap_ev=10.26 e_lumo_ev=-2.43 charge=+1 homo_energy_ev=-12.6905 e_above_lowest_kj_mol=236.6
C 3.316 -2.042 -0.085
C 2.348 -2.314 0.901
C 2.904 -1.256 -1.199
C 1.072 -1.834 0.801
C 1.634 -0.719 -1.277
C 0.742 -0.975 -0.261
C -1.897 -0.942 0.243
C 0.170 2.007 -0.374
C -2.272 1.945 -0.203
C -0.929 1.448 1.677
C -0.914 -0.059 -0.428
N -1.001 1.300 0.187
O -0.939 -0.046 -1.827
H 4.266 -2.437 -0.045
H 2.642 -2.960 1.731
H 3.545 -1.185 -2.081
H 0.355 -2.157 1.556
H 1.282 -0.496 -2.271
H -1.953 -1.964 -0.203
H -3.014 -0.641 0.050
H -1.820 -1.081 1.347
H 1.036 1.821 0.107
H 0.264 1.774 -1.457
H 0.137 3.060 -0.240
H -2.245 2.893 0.175
H -2.266 1.908 -1.252
H -3.111 1.328 0.179
H -1.751 1.014 2.290
H -0.133 0.933 2.189
H -0.999 2.505 1.880
H -0.469 -0.826 -2.108

No. 4
68
Properties=species:S:1:pos:R:3 method="wB97M-V/def2-TZVPD" orbital_gap_ev=8.86 e_lumo_ev=0.79 smiles="CCCO[C@H]1CCCN(C(=O)c2ccc(OC)c(OC3CCN(C(C)C)CC3)c2)C1" charge=0 homo_energy_ev=-8.0648 e_above_lowest_kj_mol=75.1
C 5.689 1.655 -1.441
C 5.355 0.241 -1.897
C 4.023 -0.216 -1.299
O 3.731 -1.590 -1.485
C 3.624 -2.072 -2.806
C 3.277 -3.560 -2.689
C 1.884 -3.711 -2.086
C 0.849 -2.962 -2.928
N 1.225 -1.574 -3.063
C 0.611 -0.529 -2.461
O 1.099 0.592 -2.449
C -0.720 -0.783 -1.836
C -1.810 -1.243 -2.562
C -3.035 -1.361 -1.937
C -3.214 -1.033 -0.595
O -4.484 -1.233 -0.141
C -4.925 -0.664 1.071
C -2.110 -0.563 0.145
O -2.293 -0.285 1.471
C -1.324 0.467 2.190
C -1.734 0.415 3.660
C -0.751 1.257 4.488
N -0.633 2.627 4.058
C -1.505 3.619 4.661
C -2.851 3.865 3.966
C -0.745 4.943 4.798
C -0.331 2.725 2.650
C -1.272 1.925 1.734
C -0.887 -0.437 -0.502
C 2.533 -1.379 -3.645
H 4.897 2.341 -1.731
H 6.620 1.991 -1.891
H 5.796 1.694 -0.359
H 5.300 0.221 -2.988
H 6.142 -0.449 -1.584
H 4.060 -0.111 -0.211
H 3.207 0.413 -1.675
H 4.585 -1.957 -3.334
H 4.015 -4.048 -2.052
H 3.315 -4.016 -3.681
H 1.895 -3.291 -1.080
H 1.608 -4.765 -2.023
H -0.133 -3.033 -2.463
H 0.799 -3.405 -3.932
H -1.711 -1.482 -3.610
H -3.901 -1.708 -2.478
H -5.996 -0.863 1.104
H -4.441 -1.122 1.936
H -4.757 0.415 1.092
H -0.332 0.003 2.088
H -2.749 0.799 3.760
H -1.727 -0.619 4.009
H -1.041 1.236 5.540
H 0.244 0.800 4.403
H -1.712 3.253 5.674
H -3.434 4.572 4.552
H -3.425 2.946 3.879
H -2.704 4.288 2.975
H -0.599 5.413 3.829
H 0.228 4.764 5.246
H -1.303 5.630 5.430
H -0.336 3.773 2.354
H 0.689 2.343 2.507
H -0.918 1.994 0.704
H -2.283 2.331 1.770
H -0.022 -0.073 0.029
H 2.709 -0.305 -3.716
H 2.547 -1.811 -4.652

No. 5
104
Properties=species:S:1:pos:R:3 method="wB97M-V/def2-TZVPD" orbital_gap_ev="5.54 / 5.33" e_lumo_ev="1.83 / 1.83" charge=-1 homo_energy_ev="-3.7100 / -3.4977" e_above_lowest_kj_mol=139.9
Fe -2.273 -0.047 -0.798
C -4.137 4.770 1.039
S -2.870 4.606 -0.239
C -2.690 2.828 -0.172
S -3.339 1.925 -1.491
N -2.135 2.334 0.875
N -2.139 0.957 0.813
C -2.039 0.314 1.965
C -2.303 -1.054 1.926
C -2.403 -1.897 3.067
C -2.812 -3.188 2.928
C -3.139 -3.681 1.639
C -2.995 -2.824 0.573
N -2.563 -1.567 0.677
H -4.387 5.828 1.118
H -3.763 4.411 1.995
H -5.028 4.210 0.759
H -1.878 0.864 2.884
H -2.173 -1.484 4.040
H -2.900 -3.828 3.798
H -3.495 -4.690 1.485
H -3.213 -3.163 -0.435
Cl -2.713 -1.532 -2.725
C -4.321 -1.290 -2.008
C -4.235 -0.479 -0.901
C -5.434 -0.245 -0.241
Cl -5.441 0.763 1.169
C -6.626 -0.808 -0.689
Cl -8.104 -0.515 0.160
C -6.651 -1.618 -1.829
Cl -8.132 -2.311 -2.389
C -5.467 -1.870 -2.513
Cl -5.416 -2.870 -3.917
Cl -0.557 -0.263 5.965
C 0.406 -1.304 4.953
C 1.041 -0.774 3.842
C 1.830 -1.608 3.073
C 1.999 -2.959 3.380
C 2.858 -3.843 2.500
C 2.109 -4.293 1.242
N 1.568 -3.165 0.526
C 2.272 -2.169 -0.118
C 1.344 -1.241 -0.479
N 0.092 -1.639 -0.092
C 0.259 -2.798 0.485
O 4.023 -3.181 2.044
C 4.950 -2.810 3.053
C 4.761 -1.378 3.446
C 4.344 -0.918 4.659
Cl 3.974 -1.859 6.051
S 4.124 0.777 4.703
C 4.605 0.914 3.066
C 4.921 -0.293 2.528
C 1.304 -3.448 4.478
Cl 1.404 -5.141 4.920
C 0.512 -2.642 5.278
H 0.919 0.266 3.581
H 2.334 -1.197 2.208
H 3.147 -4.735 3.068
H 1.285 -4.947 1.532
H 2.793 -4.850 0.598
H 3.341 -2.206 -0.216
H 1.470 -0.295 -0.979
H -0.510 -3.404 0.941
H 5.939 -2.951 2.610
H 4.870 -3.464 3.927
H 4.615 1.876 2.583
H 5.224 -0.431 1.500
H -0.005 -3.052 6.132
N -0.679 0.812 -1.625
P 0.235 1.697 -2.426
C 1.241 0.852 -3.727
C 2.167 1.497 -4.543
C 2.876 0.793 -5.500
C 2.659 -0.573 -5.658
C 1.736 -1.224 -4.855
C 1.033 -0.510 -3.891
C -0.463 3.046 -3.460
C -0.107 4.387 -3.408
C -0.721 5.318 -4.240
C -1.693 4.914 -5.137
C -2.049 3.570 -5.209
C -1.439 2.651 -4.378
C 1.532 2.517 -1.405
C 1.125 3.483 -0.482
C 2.017 4.013 0.435
C 3.334 3.571 0.464
C 3.743 2.586 -0.422
C 2.846 2.064 -1.345
H 2.331 2.564 -4.430
H 3.595 1.304 -6.128
H 3.211 -1.125 -6.409
H 1.563 -2.286 -4.975
H 0.318 -0.995 -3.234
H 0.656 4.722 -2.718
H -0.437 6.362 -4.180
H -2.180 5.639 -5.778
H -2.814 3.246 -5.903
H -1.731 1.607 -4.420
H 0.092 3.807 -0.455
H 1.676 4.764 1.138
H 4.033 3.989 1.179
H 4.763 2.220 -0.397
H 3.182 1.293 -2.029

No. 6
19
Properties=species:S:1:pos:R:3 method="wB97M-V/def2-TZVPD" orbital_gap_ev=8.72 e_lumo_ev=0.56 charge=0 homo_energy_ev=-8.1548 e_above_lowest_kj_mol=501.5
C 2.592 0.808 -0.135
C 3.017 -0.531 0.129
C 1.173 0.884 -0.178
C 0.607 -0.373 0.127
C -2.315 -0.243 -0.807
C -1.628 -1.006 -0.002
C 0.409 2.131 -0.496
C -1.935 -1.853 1.138
S 1.728 -1.582 0.434
H 3.197 1.603 -0.467
H 4.094 -0.981 0.141
H -3.411 -0.450 -1.016
H -1.749 0.605 -1.319
H -0.161 2.530 0.378
H 1.034 2.948 -0.858
H -0.263 1.835 -1.453
H -2.877 -2.390 1.054
H -1.255 -2.708 1.332
H -2.257 -1.227 1.996

No. 7
12
Properties=species:S:1:pos:R:3 method="wB97M-V/def2-TZVPD" orbital_gap_ev="7.44 / 6.39" e_lumo_ev="0.69 / -2.83" charge=0 homo_energy_ev="-6.7530 / -9.2173" s2=2.006 e_above_lowest_kj_mol=0.0 multiplicity=3
C -0.808 0.298 -1.395
C 1.094 -0.735 1.747
C -0.155 0.677 -0.145
N -0.338 -0.602 1.866
N -0.997 -0.060 1.040
S -2.278 0.917 -1.716
S 1.559 0.222 0.243
S 0.209 -0.518 -2.552
H 1.361 -0.193 2.660
H 1.409 -1.790 1.789
H -0.453 1.829 -0.020
H -0.603 -0.043 -3.517

No. 8
10
Properties=species:S:1:pos:R:3 method="wB97M-V/def2-TZVPD" orbital_gap_ev=8.15 e_lumo_ev=-0.10 charge=0 homo_energy_ev=-8.2520 e_above_lowest_kj_mol=288.7
C 0.539 0.069 -2.254
C -0.301 1.054 0.752
P -0.730 -0.177 -3.386
P -0.012 -0.205 -0.613
H 0.811 1.519 0.742
H -0.483 0.619 1.739
H -0.876 1.955 0.403
H -1.670 -0.593 -2.609
H 1.055 -0.729 -0.011
H -0.813 -1.356 -0.245

No. 9
94
Properties=species:S:1:pos:R:3 method="wB97M-V/def2-TZVPD" orbital_gap_ev=7.15 e_lumo_ev=1.78 charge=-1 homo_energy_ev=-5.3637
C 0.921 -2.698 0.536
C 0.078 -3.489 -0.473
C -1.422 -3.352 -0.285
Br -2.209 -4.872 -1.284
C -2.108 -2.034 -0.762
C -1.723 -0.944 0.273
C -2.722 0.212 0.401
C -2.110 1.597 0.446
F -0.872 1.687 -0.063
F -2.859 2.486 -0.264
F -2.058 2.105 1.696
C -3.642 -2.300 -0.543
O -3.907 -2.465 0.664
O -4.392 -2.347 -1.497
N -1.716 -1.757 -2.143
O -0.464 -1.043 -2.168
C 0.225 -1.371 -3.353
C 1.553 -0.624 -3.347
C 2.079 -0.563 -4.786
C 2.591 -1.260 -2.419
C 3.364 -0.301 -1.488
C 4.622 0.282 -2.142
C 2.518 0.798 -0.863
C -2.619 -0.985 -2.961
C -2.700 0.396 -2.897
C -3.575 1.024 -3.778
C -4.300 0.253 -4.674
N -4.202 -1.077 -4.783
C -3.365 -1.658 -3.926
H 0.400 -2.559 1.479
H 1.880 -3.185 0.694
H 1.138 -1.711 0.135
H 0.314 -4.540 -0.305
H 0.374 -3.291 -1.496
H -1.682 -3.536 0.748
H -1.730 -1.461 1.226
H -0.702 -0.609 0.135
H -3.250 0.100 1.343
H -3.494 0.222 -0.360
H -0.326 -1.060 -4.246
H 0.368 -2.452 -3.425
H 1.312 0.401 -3.073
H 2.983 0.040 -4.832
H 1.350 -0.050 -5.415
H 2.247 -1.555 -5.198
H 3.335 -1.745 -3.054
H 2.160 -2.052 -1.814
H 3.737 -0.915 -0.663
H 5.208 0.731 -1.342
H 4.392 1.000 -2.924
H 5.210 -0.557 -2.509
H 1.653 0.432 -0.317
H 3.139 1.378 -0.180
H 2.192 1.496 -1.632
H -2.099 0.955 -2.200
H -3.691 2.097 -3.776
H -4.992 0.745 -5.346
H -3.264 -2.733 -3.977
C -4.539 -2.524 3.856
C -3.694 -3.737 4.272
C -4.420 -4.929 4.896
F -5.031 -4.593 6.055
F -3.516 -5.901 5.177
F -2.686 -3.339 5.090
F -3.126 -4.226 3.143
O -4.567 -1.419 4.756
C -5.449 -1.330 5.782
C -4.736 -1.292 7.138
F -4.004 -2.404 7.331
F -5.664 -1.221 8.125
F -6.390 -2.291 5.751
F -6.093 -0.140 5.669
H -4.049 -2.132 2.963
H -5.537 -2.812 3.533
H -5.159 -5.332 4.199
H -4.084 -0.418 7.190
C 5.300 6.735 0.896
C 5.849 6.917 -0.528
C 5.022 6.364 -1.692
F 4.895 5.028 -1.609
F 5.663 6.657 -2.849
F 7.111 6.445 -0.596
F 5.905 8.266 -0.736
O 5.817 5.670 1.666
C 5.273 4.416 1.610
C 6.277 3.385 1.087
F 6.701 3.713 -0.149
F 5.664 2.185 1.023
F 4.131 4.392 0.906
F 4.973 4.052 2.876
H 5.627 7.626 1.429
H 4.210 6.752 0.910
H 4.031 6.826 -1.714
H 7.143 3.322 1.749

Taking the records one at a time from the top gives E_tot values of -228833.3057 -7856.6903 -15227.3109 -36674.6809 -237709.9025 -19288.4358 -38656.9618 -20744.1008 -166604.5133 eV.